63
Properties=species:S:1:pos:R:3:forces:R:3:lowdin_charge:R:1 method="wB97M-V/def2-TZVPD" e_lumo_ev=-1.642 charge=0 homo_energy_ev=-6.3 de_lowest_kj_mol=390.5 total_energy_ev=-37612.9902 orbital_gap_ev=4.702
C -4.512687 -1.504406 0.327310 0.100 0.204 -0.538 -0.080
N -4.386034 -0.937574 -1.000556 -0.803 0.270 0.487 -0.257
C -5.623364 -0.836255 -1.742033 0.437 0.004 0.129 -0.083
C -3.154498 -0.746080 -1.642458 0.763 -0.012 -0.256 -0.288
C -2.483535 -1.834081 -2.232479 -0.135 0.656 0.417 0.003
C -1.236840 -1.640547 -2.802665 -0.025 -0.097 -0.110 -0.019
C -0.663148 -0.370807 -2.802453 0.825 0.217 -0.311 -0.188
C 0.767693 -0.203488 -3.304467 -0.948 -0.027 -0.462 -0.118
C 1.714167 -0.540537 -2.237934 1.898 -0.624 1.306 -0.135
C 2.316717 0.502553 -1.482254 -0.949 -2.013 -0.915 -0.480
O 1.993191 1.681033 -1.549237 0.117 1.260 0.645 0.018
O 3.290147 0.114289 -0.579171 0.637 -0.184 -0.067 0.022
C 4.031807 -1.066928 -0.984598 -0.420 0.134 0.437 -0.541
C 4.829390 -0.780266 -2.248696 0.229 0.001 -0.129 0.012
C 4.963402 -1.398876 0.183265 -0.275 0.052 -0.209 0.005
O 3.136331 -2.167387 -1.171526 0.641 0.397 0.230 0.057
C 2.105917 -1.925711 -2.061180 -0.655 1.215 -0.344 -0.451
O 1.586786 -2.875568 -2.619529 0.241 -0.145 0.191 0.059
C -1.319220 0.719872 -2.232062 0.066 -0.166 -0.151 -0.054
C -2.572809 0.541416 -1.674656 -0.254 -0.733 0.333 -0.047
H -3.530663 -1.572822 0.811482 -0.257 -0.044 -0.157 0.063
H -5.168008 -0.862175 0.932597 0.075 -0.116 0.133 0.080
H -4.974747 -2.502002 0.285608 0.118 -0.050 0.165 0.080
H -5.410938 -0.455989 -2.746384 -0.141 -0.074 0.204 0.092
H -6.111727 -1.816720 -1.820663 -0.136 0.021 -0.126 0.077
H -6.304504 -0.148764 -1.227557 -0.178 -0.016 -0.142 0.076
H -2.934935 -2.822887 -2.183521 0.025 0.161 -0.046 0.117
H -0.664182 -2.478752 -3.207674 -0.195 0.331 0.103 0.112
H 0.936019 -0.895260 -4.145355 -0.120 0.401 0.034 0.127
H 0.949155 0.843247 -3.580263 -0.157 -0.273 -0.255 0.117
H 4.182623 -0.499426 -3.089361 0.210 -0.111 0.275 0.097
H 5.536805 0.031090 -2.039759 -0.173 -0.103 -0.099 0.094
H 5.406478 -1.675290 -2.510902 -0.173 0.163 -0.002 0.099
H 4.381482 -1.548832 1.094734 0.011 -0.024 -0.102 0.087
H 5.536796 -2.304439 -0.032827 -0.151 0.101 -0.015 0.092
H 5.662811 -0.570920 0.338438 -0.153 -0.108 -0.048 0.088
H -0.805910 1.686349 -2.207872 -0.198 -0.254 -0.119 0.101
H -3.101377 1.361626 -1.191476 -0.064 -0.092 -0.119 0.106
C 0.790234 4.090676 -0.097528 -0.153 0.113 -0.518 -0.006
N 0.832501 2.924161 0.784022 -1.313 -1.032 0.264 -0.131
C 2.109284 2.600158 1.418136 0.486 0.103 0.501 -0.013
C -0.233564 2.170624 0.945886 0.383 1.385 -0.120 0.044
C -0.467638 1.310265 2.078695 0.031 -0.991 0.995 -0.166
C 0.122742 1.521288 3.364322 -0.097 -0.327 -0.679 -0.011
C -0.025257 0.569425 4.361006 -0.084 0.384 -0.063 -0.027
C -0.805859 -0.573945 4.166176 -0.093 0.192 -0.571 -0.250
C -0.886958 -1.606314 5.242021 -0.096 -0.216 0.165 -0.042
C -1.491167 -0.723205 2.948949 -0.029 -0.224 0.462 -0.014
C -1.341075 0.200668 1.933008 0.334 0.686 -0.668 0.015
H 1.804798 4.482391 -0.202213 -0.326 -0.146 -0.137 0.099
H 0.396329 3.795629 -1.075180 0.255 -0.017 0.112 0.098
H 0.136926 4.867790 0.322092 0.228 -0.263 0.064 0.103
H 2.897853 3.068385 0.823192 -0.195 -0.336 0.084 0.103
H 2.154447 2.981162 2.446269 0.113 0.073 -0.405 0.086
H 2.247498 1.512482 1.435260 -0.020 0.324 -0.128 0.112
H -1.047977 2.294119 0.209364 0.506 0.025 0.361 0.148
H 0.687068 2.429540 3.569407 -0.159 -0.354 -0.046 0.105
H 0.460362 0.709444 5.328398 -0.119 0.064 -0.270 0.124
H -1.541323 -2.425938 4.946105 0.096 -0.025 0.040 0.080
H 0.109647 -2.003449 5.456892 -0.107 -0.035 -0.062 0.094
H -1.269103 -1.196056 6.180947 0.013 0.078 -0.116 0.090
H -2.144504 -1.593248 2.822064 0.260 0.370 -0.059 0.116
H -1.863836 0.095231 0.970868 0.254 -0.156 0.428 0.106